Entry i
Entry from OMol25: C20H21N3O3S in the gas phase (wB97M-V/def2-TZVPD).

Last columns: bonded neighbours and bond lengths (Å).
CARTESIAN COORDINATES (ANGSTROEM)
1 C 0.060 -3.650 5.657  C2 1.526, H46 1.086, H47 1.087, H48 1.087
2 C 1.384 -3.245 5.017  C1 1.526, O3 1.414, H44 1.094, H45 1.097
3 O 1.211 -2.431 3.875  C2 1.414, C4 1.360
4 C 0.824 -2.989 2.696  O3 1.360, C5 1.392, C9 1.393
5 C 0.664 -4.349 2.447  C4 1.392, C6 1.385, H43 1.078
6 C 0.285 -4.772 1.184  C5 1.385, C7 1.381, H42 1.080
7 C 0.052 -3.879 0.156  C6 1.381, C8 1.391, H41 1.076
8 C 0.213 -2.519 0.403  C7 1.391, C9 1.387, N11 1.400
9 C 0.595 -2.082 1.663  C4 1.393, C8 1.387, H10 1.080
10 H 0.733 -1.031 1.867  C9 1.080
11 N -0.009 -1.535 -0.567  C8 1.400, C12 1.349, H40 1.015
12 C -0.266 -1.675 -1.884  N11 1.349, O13 1.208, C14 1.543
13 O -0.395 -2.712 -2.490  C12 1.208
14 C -0.489 -0.332 -2.611  C12 1.543, C15 1.524, S32 1.828, H39 1.093
15 C -1.969 0.015 -2.518  C14 1.524, C16 1.516, H37 1.095, H38 1.092
16 C -2.304 1.327 -3.198  C15 1.516, O17 1.207, N18 1.374
17 O -3.110 1.424 -4.092  C16 1.207
18 N -1.658 2.422 -2.676  C16 1.374, C19 1.376, C33 1.454
19 C -0.670 2.355 -1.721  N18 1.376, N20 1.255, S32 1.807
20 N -0.515 3.279 -0.887  C19 1.255, C21 1.385
21 C 0.419 3.283 0.137  N20 1.385, C22 1.392, C26 1.395
22 C 1.349 4.315 0.219  C21 1.392, C23 1.382, H31 1.079
23 C 2.239 4.358 1.275  C22 1.382, C24 1.385, H30 1.080
24 C 2.203 3.388 2.264  C23 1.385, C25 1.385, H29 1.079
25 C 1.264 2.372 2.197  C24 1.385, C26 1.381, H28 1.080
26 C 0.376 2.316 1.141  C21 1.395, C25 1.381, H27 1.082
27 H -0.374 1.538 1.094  C26 1.082
28 H 1.224 1.620 2.971  C25 1.080
29 H 2.900 3.427 3.087  C24 1.079
30 H 2.965 5.155 1.327  C23 1.080
31 H 1.371 5.065 -0.557  C22 1.079
32 S 0.520 1.005 -1.879  C14 1.828, C19 1.807
33 C -2.116 3.751 -3.046  N18 1.454, H34 1.088, H35 1.089, H36 1.090
34 H -2.865 3.634 -3.826  C33 1.088
35 H -1.278 4.340 -3.415  C33 1.089
36 H -2.546 4.249 -2.177  C33 1.090
37 H -2.267 0.082 -1.466  C15 1.095
38 H -2.553 -0.773 -2.998  C15 1.092
39 H -0.190 -0.456 -3.655  C14 1.093
40 H 0.152 -0.587 -0.239  N11 1.015
41 H -0.241 -4.219 -0.821  C7 1.076
42 H 0.165 -5.829 1.000  C6 1.080
43 H 0.836 -5.084 3.215  C5 1.078
44 H 1.955 -2.620 5.710  C2 1.094
45 H 1.988 -4.128 4.775  C2 1.097
46 H 0.249 -4.229 6.557  C1 1.086
47 H -0.508 -2.761 5.922  C1 1.087
48 H -0.537 -4.247 4.972  C1 1.087

Properties
LUMO energy	0.519	eV
Kohn-Sham gap	0.3336	Ha


Entry ii
Entry from OMol25: C20H21N3O3S in the gas phase (wB97M-V/def2-TZVPD).

Last columns: bonded neighbours and bond lengths (Å).
CARTESIAN COORDINATES (ANGSTROEM)
1 C 7.402 0.461 1.398  H2 1.095, O3 1.406, H47 1.095, H48 1.089
2 H 7.022 0.895 2.328  C1 1.095
3 O 6.482 -0.444 0.836  C1 1.406, C4 1.366
4 C 5.257 0.030 0.463  O3 1.366, C5 1.385, C9 1.397
5 C 4.830 1.341 0.595  C4 1.385, C6 1.387, H46 1.077
6 C 3.555 1.695 0.179  C5 1.387, C7 1.384, H45 1.077
7 C 2.694 0.763 -0.373  C6 1.384, C8 1.411, N16 1.399
8 C 3.133 -0.571 -0.516  C7 1.411, C9 1.380, O11 1.367
9 C 4.400 -0.921 -0.095  C4 1.397, C8 1.380, H10 1.077
10 H 4.772 -1.928 -0.182  C9 1.077
11 O 2.240 -1.436 -1.084  C8 1.367, C12 1.405
12 C 2.639 -2.768 -1.283  O11 1.405, H13 1.089, H14 1.095, H15 1.095
13 H 1.803 -3.255 -1.782  C12 1.089
14 H 2.840 -3.275 -0.334  C12 1.095
15 H 3.525 -2.831 -1.923  C12 1.095
16 N 1.396 1.062 -0.800  C7 1.399, C17 1.349, H44 1.025
17 C 0.821 2.279 -0.895  N16 1.349, O18 1.214, C19 1.526
18 O 1.345 3.344 -0.638  C17 1.214
19 C -0.624 2.212 -1.380  C17 1.526, H20 1.088, H21 1.089, S22 1.822
20 H -0.764 1.475 -2.170  C19 1.088
21 H -0.939 3.203 -1.703  C19 1.089
22 S -1.758 1.762 -0.028  C19 1.822, C23 1.742
23 C -1.643 0.026 -0.116  S22 1.742, N24 1.313, N27 1.354
24 N -0.869 -0.649 -0.934  C23 1.313, C25 1.361
25 C -1.113 -1.961 -0.667  N24 1.361, C26 1.361, H43 1.070
26 C -2.041 -2.069 0.323  C25 1.361, N27 1.371, H42 1.070
27 N -2.375 -0.788 0.682  C23 1.354, C26 1.371, C28 1.442
28 C -3.371 -0.378 1.641  N27 1.442, C29 1.510, H40 1.094, H41 1.094
29 C -4.677 -0.066 0.948  C28 1.510, C30 1.389, C34 1.387
30 C -5.434 -1.094 0.402  C29 1.389, C31 1.383, H39 1.081
31 C -6.611 -0.816 -0.269  C30 1.383, C32 1.385, H38 1.080
32 C -7.041 0.494 -0.400  C31 1.385, C33 1.384, H37 1.080
33 C -6.288 1.523 0.139  C32 1.384, C34 1.384, H36 1.080
34 C -5.109 1.245 0.809  C29 1.387, C33 1.384, H35 1.080
35 H -4.517 2.048 1.221  C34 1.080
36 H -6.617 2.546 0.036  C33 1.080
37 H -7.959 0.712 -0.924  C32 1.080
38 H -7.194 -1.622 -0.689  C31 1.080
39 H -5.101 -2.118 0.501  C30 1.081
40 H -3.002 0.509 2.163  C28 1.094
41 H -3.502 -1.192 2.359  C28 1.094
42 H -2.472 -2.922 0.804  C26 1.070
43 H -0.600 -2.728 -1.207  C25 1.070
44 H 0.823 0.247 -1.042  N16 1.025
45 H 3.225 2.715 0.279  C6 1.077
46 H 5.466 2.101 1.017  C5 1.077
47 H 7.653 1.265 0.698  C1 1.095
48 H 8.296 -0.122 1.612  C1 1.089

Properties
LUMO energy	0.713	eV
Kohn-Sham gap	0.3019	Ha


Which structure is most stable? entry i, by 61.4 kJ/mol over the runner-up.


Entry i
Entry from OMol25: 2 unconnected molecules or ions with the total composition H2N2O4P (wB97M-V/def2-TZVPD).

Last columns: bonded neighbours and bond lengths (Å).
CARTESIAN COORDINATES (ANGSTROEM)
1 N -0.372 0.555 0.309  P7 1.730, H8 0.957, H9 0.980
2 N 0.675 -1.056 -2.133  O3 1.254, O5 1.259
3 O 0.459 -1.543 -3.269  N2 1.254
4 O -2.122 0.549 -1.850  P7 1.528
5 O 1.652 -1.344 -1.393  N2 1.259
6 O 0.011 2.152 -1.756  P7 1.506
7 P -0.721 0.900 -1.350  N1 1.730, O4 1.528, O6 1.506
8 H -0.929 -0.204 0.475  N1 0.957
9 H 0.551 0.224 0.301  N1 0.980

Properties
LUMO energy (spin up / spin down)	4.027 / 4.027	eV
Kohn-Sham gap (spin up / spin down)	0.3253 / 0.3253	Ha
charge	-1


Entry ii
Entry from OMol25: 2 unconnected molecules or ions with the total composition H2N2O4P (wB97M-V/def2-TZVPD).

Last columns: bonded neighbours and bond lengths (Å).
CARTESIAN COORDINATES (ANGSTROEM)
1 N -0.724 -0.414 0.076  P7 1.622, H8 1.032, H9 1.074
2 N 2.918 0.029 0.321  O4 1.207, O5 1.298
3 O -2.433 1.548 0.120  P7 1.470
4 O 1.980 0.305 -0.387  N2 1.207
5 O 4.080 0.460 -0.064  N2 1.298
6 O -3.312 -0.885 -0.047  P7 1.474
7 P -2.238 0.118 -0.160  N1 1.622, O3 1.470, O6 1.474
8 H 0.061 0.250 0.166  N1 1.032
9 H -0.334 -1.410 -0.025  N1 1.074

Properties
LUMO energy	2.434	eV
Kohn-Sham gap	0.2260	Ha
charge	-1


Which structure is most stable? entry i, by 33.0 kJ/mol over the runner-up.


Entry i
Entry from OMol25: 2 unconnected molecules or ions with the total composition C4H11N3O2 (wB97M-V/def2-TZVPD).

Last columns: bonded neighbours and bond lengths (Å).
CARTESIAN COORDINATES (ANGSTROEM)
1 C 1.881 1.212 -0.888  N4 1.495, H11 1.089, H12 1.081, H13 1.088
2 C 1.964 -1.162 -0.183  N3 1.335, N4 1.334, N5 1.371
3 N 3.108 -0.922 0.462  C2 1.335, H7 1.023
4 N 1.642 -0.248 -1.099  C1 1.495, C2 1.334, H8 1.015
5 N 1.154 -2.240 0.067  C2 1.371, H9 1.019, H10 1.019
6 H -0.672 1.502 1.263  O16 0.967
7 H 3.276 -1.592 1.217  N3 1.023
8 H 0.765 -0.405 -1.586  N4 1.015
9 H 0.347 -2.289 -0.553  N5 1.019
10 H 1.632 -3.135 -0.019  N5 1.019
11 H 1.668 1.698 -1.840  C1 1.089
12 H 2.905 1.413 -0.608  C1 1.081
13 H 1.163 1.511 -0.127  C1 1.088
14 C -3.571 0.387 0.610  C15 1.498, H18 1.089, H19 1.092, H20 1.078
15 C -2.252 1.054 0.367  C14 1.498, O16 1.352, O17 1.204
16 O -1.537 1.148 1.510  H6 0.967, C15 1.352
17 O -1.872 1.522 -0.675  C15 1.204
18 H -3.929 0.721 1.583  C14 1.089
19 H -3.417 -0.690 0.707  C14 1.092
20 H -4.257 0.514 -0.210  C14 1.078

Properties
2S+1	2
LUMO energy (spin up / spin down)	-3.552 / -7.997	eV
<S²>	0.77
Kohn-Sham gap (spin up / spin down)	0.3745 / 0.2111	Ha
charge	+1


Entry ii
Entry from OMol25: 2 unconnected molecules or ions with the total composition C4H11N3O2 (wB97M-V/def2-TZVPD).

Last columns: bonded neighbours and bond lengths (Å).
CARTESIAN COORDINATES (ANGSTROEM)
1 C 1.716 -1.587 0.637  C2 1.496, H5 1.097, H6 1.089, H7 1.088
2 C 0.540 -2.468 0.917  C1 1.496, O3 1.203, O4 1.360
3 O -0.168 -3.111 0.186  C2 1.203
4 O 0.230 -2.298 2.230  C2 1.360, H15 0.981
5 H 1.508 -0.531 0.852  C1 1.097
6 H 1.997 -1.653 -0.413  C1 1.089
7 H 2.598 -1.701 1.264  C1 1.088
8 C -0.024 0.842 -2.320  N11 1.452, H18 1.104, H19 1.085, H20 1.080
9 C -0.722 1.733 -0.223  N10 1.318, N11 1.337, N12 1.389
10 N -0.835 2.746 0.613  C9 1.318, H13 1.017, H14 1.010
11 N -0.236 1.981 -1.444  C8 1.452, C9 1.337
12 N -1.351 0.574 0.211  C9 1.389, H16 1.013, H17 1.011
13 H -1.395 2.613 1.451  N10 1.017
14 H -0.509 3.682 0.418  N10 1.010
15 H -0.508 -2.800 2.636  O4 0.981
16 H -2.359 0.478 0.186  N12 1.013
17 H -0.844 -0.278 0.412  N12 1.011
18 H 1.031 0.607 -2.095  C8 1.104
19 H 0.003 1.177 -3.352  C8 1.085
20 H -0.674 -0.007 -2.166  C8 1.080

Properties
2S+1	2
LUMO energy (spin up / spin down)	-3.921 / -7.700	eV
<S²>	0.76
Kohn-Sham gap (spin up / spin down)	0.3642 / 0.2253	Ha
charge	+1


Which structure is most stable? entry i, by 37.0 kJ/mol over the runner-up.


Entry i
Entry from OMol25: 2 unconnected molecules or ions with the total composition C4H11N3O2 (wB97M-V/def2-TZVPD).

Last columns: bonded neighbours and bond lengths (Å).
CARTESIAN COORDINATES (ANGSTROEM)
1 C 1.836 1.611 -0.848  N3 1.411, H7 1.103, H8 1.085, H13 1.097
2 C 1.819 -0.831 -0.436  N3 1.314, N4 1.363, N5 1.333
3 N 2.053 0.422 -0.119  C1 1.411, C2 1.314
4 N 1.022 -1.221 -1.470  C2 1.363, H9 1.014, H10 1.023
5 N 2.636 -1.680 0.188  C2 1.333, H11 1.016, H12 1.013
6 H -0.778 -0.393 0.063  O16 0.963
7 H 2.684 1.802 -1.527  C1 1.103
8 H 1.797 2.462 -0.175  C1 1.085
9 H 1.392 -1.077 -2.403  N4 1.014
10 H 0.556 -2.131 -1.419  N4 1.023
11 H 2.933 -1.410 1.122  N5 1.016
12 H 2.561 -2.688 0.117  N5 1.013
13 H 0.943 1.552 -1.482  C1 1.097
14 C -2.524 1.546 0.035  C15 1.504, H18 1.077, H19 1.085, H20 1.086
15 C -2.398 0.322 0.899  C14 1.504, O16 1.407, O17 1.185
16 O -1.665 -0.703 0.274  H6 0.963, C15 1.407
17 O -2.771 0.159 2.012  C15 1.185
18 H -2.799 2.400 0.631  C14 1.077
19 H -3.232 1.323 -0.756  C14 1.085
20 H -1.603 1.712 -0.517  C14 1.086

Properties
2S+1	2
LUMO energy (spin up / spin down)	-4.101 / -7.795	eV
<S²>	0.76
Kohn-Sham gap (spin up / spin down)	0.3415 / 0.2057	Ha
charge	+1


Entry ii
Entry from OMol25: 2 unconnected molecules or ions with the total composition C4H11N3O2 (wB97M-V/def2-TZVPD).

Last columns: bonded neighbours and bond lengths (Å).
CARTESIAN COORDINATES (ANGSTROEM)
1 C 1.670 -1.040 -2.923  C2 1.503, H5 1.080, H6 1.106, H7 1.110
2 C 0.759 -0.694 -1.778  C1 1.503, O3 1.335, O4 1.209
3 O -0.484 -0.439 -2.196  C2 1.335, H13 0.970
4 O 1.120 -0.700 -0.624  C2 1.209
5 H 1.831 -2.098 -3.065  C1 1.080
6 H 2.649 -0.565 -2.726  C1 1.106
7 H 1.240 -0.607 -3.850  C1 1.110
8 C -0.845 2.119 0.580  N10 1.465, H14 1.076, H15 1.088, H20 1.113
9 C -0.807 0.085 1.842  N10 1.297, N11 1.386, N12 1.377
10 N -1.457 0.870 1.040  C8 1.465, C9 1.297
11 N -1.492 -1.063 2.208  C9 1.386, H16 1.011, H17 1.013
12 N 0.438 0.139 2.429  C9 1.377, H18 1.015, H19 1.010
13 H -1.127 -0.304 -1.482  O3 0.970
14 H -0.152 2.548 1.282  C8 1.076
15 H -1.622 2.752 0.155  C8 1.088
16 H -2.429 -1.149 1.837  N11 1.011
17 H -0.993 -1.938 2.314  N11 1.013
18 H 1.267 0.379 1.896  N12 1.015
19 H 0.584 -0.276 3.338  N12 1.010
20 H -0.150 1.979 -0.278  C8 1.113

Properties
2S+1	2
LUMO energy (spin up / spin down)	-3.175 / -7.844	eV
<S²>	0.76
Kohn-Sham gap (spin up / spin down)	0.4005 / 0.2284	Ha
charge	+1


Which structure is most stable? entry ii, by 99.1 kJ/mol over the runner-up.


Entry i
Entry from OMol25: C9H9N in the gas phase (wB97M-V/def2-TZVPD).

Last columns: bonded neighbours and bond lengths (Å).
CARTESIAN COORDINATES (ANGSTROEM)
1 C 0.476 -1.894 -0.130  C2 1.567, C9 1.552, H10 1.142, H11 1.114
2 C 1.296 -1.475 1.137  C1 1.567, C3 1.495, H12 1.086, N19 1.503
3 C 1.079 -0.014 1.367  C2 1.495, C4 1.469, H14 1.126, N19 1.482
4 C 0.240 0.528 0.290  C3 1.469, C5 1.398, C9 1.406
5 C -0.173 1.843 0.059  C4 1.398, C6 1.403, H15 1.118
6 C -1.063 2.123 -0.988  C5 1.403, C7 1.445, H16 1.143
7 C -1.298 1.051 -1.927  C6 1.445, C8 1.369, H17 1.107
8 C -0.865 -0.231 -1.713  C7 1.369, C9 1.399, H18 1.052
9 C -0.103 -0.525 -0.576  C1 1.552, C4 1.406, C8 1.399
10 H -0.415 -2.553 0.148  C1 1.142
11 H 1.038 -2.481 -0.893  C1 1.114
12 H 2.134 -2.100 1.430  C2 1.086
13 H -0.519 -1.109 1.971  N19 0.982
14 H 1.758 0.694 1.920  C3 1.126
15 H 0.068 2.609 0.838  C5 1.118
16 H -1.514 3.170 -1.079  C6 1.143
17 H -1.905 1.290 -2.820  C7 1.107
18 H -1.077 -0.984 -2.416  C8 1.052
19 N 0.414 -0.996 2.256  C2 1.503, C3 1.482, H13 0.982

Properties
LUMO energy	1.009	eV
Kohn-Sham gap	0.3560	Ha


Entry ii
Entry from OMol25: C9H9N in the gas phase (wB97M-V/def2-TZVPD).

Last columns: bonded neighbours and bond lengths (Å).
CARTESIAN COORDINATES (ANGSTROEM)
1 C 2.566 0.647 -0.001  C2 1.393, C3 1.378, H11 1.101
2 C 2.561 -0.735 0.171  C1 1.393, C4 1.375, H12 1.111
3 C 1.391 1.366 0.011  C1 1.378, C5 1.452, H13 1.137
4 C 1.373 -1.427 0.134  C2 1.375, C6 1.391, H14 1.107
5 C 0.111 0.683 0.074  C3 1.452, C6 1.474, C8 1.370
6 C 0.140 -0.791 0.035  C4 1.391, C5 1.474, N10 1.349
7 C -2.431 0.718 -0.018  C8 1.547, C9 1.519, H15 1.107, H16 1.138
8 C -1.057 1.374 0.260  C5 1.370, C7 1.547, H17 1.089
9 C -2.247 -0.789 0.030  C7 1.519, N10 1.351, H18 1.143
10 N -1.053 -1.418 0.100  C6 1.349, C9 1.351, H19 1.056
11 H 3.588 0.993 -0.225  C1 1.101
12 H 3.471 -1.370 0.228  C2 1.111
13 H 1.267 2.470 -0.230  C3 1.137
14 H 1.606 -2.498 -0.018  C4 1.107
15 H -3.081 1.134 0.777  C7 1.107
16 H -2.965 1.118 -0.940  C7 1.138
17 H -1.059 2.425 -0.022  C8 1.089
18 H -3.142 -1.466 -0.186  C9 1.143
19 H -1.041 -2.436 -0.180  N10 1.056

Properties
LUMO energy (spin up / spin down)	0.758 / -0.104	eV
Kohn-Sham gap (spin up / spin down)	0.2677 / 0.2235	Ha


Which structure is most stable? entry i, by 178.3 kJ/mol over the runner-up.